54
Properties=species:S:1:pos:R:3:mulliken_charge:R:1 method="wB97M-V/def2-TZVPD" e_lumo_ev="-3.12 / -3.65" spin_multiplicity=1 total_charge=0 homo_lumo_gap_ha="0.2243 / 0.2095" max_force_ha_per_bohr=0.02765
Sc -0.0058 -0.0168 -0.3850 -0.6529
C 2.7332 -1.6984 -3.6651 -1.6182
C 1.9718 -0.8081 -2.7480 0.4578
N 0.7401 -0.9548 -2.4097 0.6097
O 0.0064 -1.9940 -2.9147 -0.4705
B -1.3377 -2.0250 -2.3301 0.7281
F -1.9285 -3.2004 -2.5261 -0.2731
F -1.0452 -1.7903 -0.8019 -0.4082
O -2.2176 -0.9064 -2.6471 -0.4412
N -1.7740 0.2557 -2.0672 0.5219
C -2.3909 1.3570 -2.3185 0.4386
C -3.6224 1.4784 -3.1522 -1.8099
C -1.7266 2.5298 -1.7178 0.4439
N -0.6960 2.2247 -1.0105 0.5430
O 0.0616 3.2426 -0.4848 -0.4880
B 1.2541 2.7097 0.1728 0.6291
F 0.6794 1.4472 0.9029 -0.1548
F 1.7805 3.5627 1.0487 -0.2630
O 2.2764 2.1495 -0.7087 -0.4696
N 1.8314 1.0055 -1.3231 0.8008
C 2.6048 0.3765 -2.1336 0.5300
C 4.0034 0.7645 -2.4618 -1.6733
C -2.1716 3.9293 -1.9737 -1.5485
H 2.0829 -2.5056 -3.9933 0.3608
H 3.5904 -2.1201 -3.1394 0.3299
H 3.1021 -1.1481 -4.5319 0.3536
H -3.9431 0.4797 -3.4414 0.3679
H -3.4440 2.0691 -4.0497 0.3704
H -4.4130 1.9644 -2.5821 0.4192
H 4.2385 1.7104 -1.9811 0.4082
H 4.1318 0.8617 -3.5365 0.3602
H 4.6948 0.0032 -2.1033 0.3207
H -3.1032 3.9669 -2.5277 0.4281
H -1.3961 4.4633 -2.5260 0.3137
H -2.2881 4.4516 -1.0237 0.3364
S -1.7287 -0.4295 1.7836 -0.0354
C -1.3258 -0.7183 3.4092 0.5149
C -2.4017 -1.0620 4.2611 -0.7885
C -2.2446 -1.1890 5.6177 0.3978
C -3.3538 -1.5105 6.4341 -0.2372
N -4.2604 -1.7786 7.0796 -0.4546
C -0.9527 -0.9951 6.2005 0.5187
C 0.1308 -0.7717 5.3868 -0.8629
C -0.0107 -0.6310 3.9840 0.7356
S 1.3791 -0.2989 3.0838 -0.0510
C -0.8028 -1.0270 7.6066 -0.1666
N -0.6679 -1.0372 8.7434 -0.4362
H -3.3714 -1.2053 3.8080 0.5371
H 1.1134 -0.6389 5.8175 0.5034
N 4.5530 -4.0133 -1.0860 -0.5523
C 3.6868 -3.6381 -0.4263 0.5168
N 2.7031 -3.2716 0.3152 -0.6477
C 2.0069 -2.2612 0.4384 0.7444
N 1.2675 -1.3584 0.6340 -0.0375